Entry 1:
The following is a quantum chemistry calculation of a molecular structure, C48H50N4O6PRbS3 at a distorted geometry, from the OMol25 dataset.

## Properties
- charge = -2
- Kohn-Sham gap (eV) = 6.097
- relative energy (zero: lowest compared OMol25 entry of this formula, charge and spin) (kJ/mol) = 0.0

Positions of all 113 atoms, in Å:
Rb1 0.01185 0.41315 0.07056
C1 -1.08766 -2.00839 2.97160
C2 0.11234 -1.40888 3.69932
N1 0.82053 -0.42256 2.89488
C3 2.25783 -0.56075 2.78382
C4 2.68681 -1.84217 2.06078
N2 1.99615 -2.08206 0.80846
C5 1.35138 -3.36714 0.63510
C6 0.18566 -3.60492 1.59404
N3 -0.75940 -2.51244 1.65189
H1 -1.84164 -1.22842 2.86512
H2 -1.52214 -2.78036 3.63699
H3 0.81073 -2.20226 3.98783
H4 -0.25636 -0.97247 4.63196
H5 0.56356 0.51678 3.18222
H6 2.76750 -0.55191 3.76559
H7 2.63181 0.30393 2.22699
H8 2.52069 -2.69928 2.72077
H9 3.77568 -1.79188 1.92489
H10 2.53927 -1.82568 -0.00065
H11 2.04791 -4.21982 0.76087
H12 0.97635 -3.40487 -0.38858
H13 0.57303 -3.79497 2.59942
H14 -0.29134 -4.54757 1.29027
H15 -1.58251 -2.67174 1.09272
C7 -5.27843 3.67196 -3.86576
C8 -3.93920 3.84517 -4.18168
C9 -3.00541 2.89829 -3.77867
C10 -3.39349 1.76375 -3.06709
C11 -4.74482 1.60220 -2.75842
C12 -5.67885 2.54923 -3.15096
P1 -2.08059 0.59741 -2.58966
C13 -2.87668 -0.11465 -1.09596
C14 -3.21331 -1.45480 -0.94109
C15 -3.81043 -1.89533 0.23632
C16 -4.04152 -1.01460 1.28210
C17 -3.69203 0.32469 1.14413
C18 -3.14020 0.76594 -0.04670
C19 -2.28165 -0.76172 -3.77669
C20 -3.32293 -0.81330 -4.66842
C21 -3.41072 -1.87318 -5.59597
C22 -2.45169 -2.84465 -5.60733
C23 -1.35860 -2.80416 -4.70683
C24 -0.35872 -3.80274 -4.74585
C25 0.69353 -3.71800 -3.88119
C26 0.77282 -2.65009 -2.95484
C27 -0.15642 -1.62922 -2.81750
C28 -1.24523 -1.74595 -3.75567
H16 -6.00804 4.41452 -4.16781
H17 -3.60806 4.72231 -4.72456
H18 -1.95549 3.05438 -4.00260
H19 -5.06605 0.73392 -2.19517
H20 -6.72331 2.41098 -2.89475
H21 -3.00402 -2.15529 -1.74085
H22 -4.08128 -2.94115 0.33695
H23 -4.46717 -1.36477 2.21546
H24 -3.81124 1.01321 1.96776
H25 -2.89660 1.81884 -0.15463
H26 -4.08292 -0.04238 -4.66833
H27 -4.23868 -1.90571 -6.29566
H28 -2.51132 -3.66175 -6.32075
H29 -0.43834 -4.61120 -5.46639
H30 1.47700 -4.47154 -3.91130
H31 1.66506 -2.65801 -2.31902
C29 1.01591 5.33924 -0.03887
S1 0.29056 3.72786 -0.24893
O1 0.90568 2.81050 0.77639
C30 -1.36330 4.06186 0.30328
C31 -1.78521 3.67286 1.56248
C32 -3.12355 3.84940 1.90446
C33 -4.01152 4.38646 0.98468
C34 -3.57371 4.76612 -0.28207
C35 -2.24318 4.60477 -0.62866
H32 0.79188 5.71520 0.95976
H33 0.64584 5.98998 -0.83442
H34 2.08519 5.21081 -0.19287
H35 -1.10381 3.21115 2.26738
H36 -3.45013 3.53175 2.88725
H37 -5.05722 4.49579 1.25002
H38 -4.27118 5.16112 -1.01152
H39 -1.88710 4.87612 -1.61722
N4 2.39879 0.19783 -1.98443
C36 2.42146 1.52025 -2.47363
C37 1.39838 1.94361 -3.32678
C38 1.36098 3.25404 -3.77428
C39 2.34478 4.16081 -3.40816
C40 3.37382 3.73253 -2.58133
C41 3.41219 2.42870 -2.10474
S2 2.25242 5.87058 -3.93811
O2 2.81118 5.92346 -5.27967
O3 3.03735 6.59573 -2.93895
O4 0.81864 6.16418 -3.87519
H40 3.29383 -0.26591 -1.95114
H41 1.72851 -0.37510 -2.50020
H42 0.62270 1.24077 -3.60888
H43 0.54736 3.58602 -4.40983
H44 4.13424 4.44630 -2.28583
H45 4.20387 2.11812 -1.43170
O5 -7.95874 3.81193 6.92409
C42 -6.70292 3.96101 7.43495
O6 -6.56921 4.62881 8.42865
C43 -5.60738 3.28751 6.71430
C44 -4.28717 3.60869 7.05392
C45 -3.22147 3.01662 6.41548
C46 -3.39544 2.04786 5.40061
S3 -2.06492 1.29988 4.60305
C47 -4.73498 1.72664 5.08030
C48 -5.80263 2.32875 5.71289
H46 -7.89565 3.33656 6.08854
H47 -4.11197 4.34322 7.82955
H48 -2.20969 3.29015 6.68615
H49 -4.92041 0.96982 4.33016
H50 -6.79508 1.99464 5.42109

Löwdin atomic charge list, values in e, 6 entries: atom 1 (Rb): 0.7122, atom 2 (C): -0.2253, atom 3 (C): -0.2343, atom 4 (N): -0.1055, atom 5 (C): -0.2263, atom 6 (C): -0.2173

=====

Entry 2:
The following is a quantum chemistry calculation of a molecular structure, C48H51BINO2P2Sb2Sn, from the OMol25 dataset.

## Properties
- charge = +2
- Kohn-Sham gap (alpha / beta) (eV) = 4.250 / 5.071
- relative energy (zero: lowest compared OMol25 entry of this formula, charge and spin) (kJ/mol) = 661.7

Positions of all 109 atoms, in Å:
Sn1 2.27897 -0.72566 0.93946
I1 4.00328 -2.70201 2.32434
C1 3.65691 -1.75785 4.17237
C2 4.39764 -2.12213 5.22417
C3 4.15077 -1.52214 6.52089
C4 3.16630 -0.63087 6.68172
C5 2.29360 -0.24561 5.58016
C6 1.28851 0.61839 5.77421
C7 0.23814 0.91427 4.76135
C8 0.55233 0.32832 3.35197
C9 1.83729 -0.42736 3.15331
C10 2.55415 -0.80748 4.22971
H1 5.18201 -2.86071 5.12891
H2 4.77049 -1.82195 7.35445
H3 2.96384 -0.20236 7.65520
H4 1.16988 1.07721 6.74892
H5 -0.67943 0.42236 5.10306
H6 -0.25622 -0.36248 3.09503
C11 4.49957 -4.57802 -0.90855
Sb1 2.73919 -3.44524 -1.39879
C12 1.35792 -5.07117 -1.19375
C13 3.05480 -3.62955 -3.58226
C14 1.79835 -3.65480 -4.38839
C15 1.13378 -4.86422 -4.59501
C16 -0.03739 -4.93525 -5.33012
C17 -0.55622 -3.78235 -5.90521
C18 0.10305 -2.57658 -5.72530
C19 1.26323 -2.48530 -4.95732
C20 1.94707 -1.15222 -4.82642
Sb2 1.94130 -0.06375 -2.94242
C21 -1.65627 -0.09678 -3.74111
C22 2.13027 1.78514 -4.01218
H7 4.63918 -5.36216 -1.65031
H8 4.38024 -5.03601 0.07333
H9 5.37874 -3.93543 -0.89421
H10 1.83650 -6.00116 -1.49589
H11 0.47963 -4.89150 -1.81112
H12 1.05238 -5.14071 -0.15050
H13 3.60766 -4.56411 -3.66739
H14 3.70525 -2.81235 -3.88803
H15 1.56344 -5.77071 -4.18457
H16 -0.53084 -5.88710 -5.47356
H17 -1.45317 -3.82552 -6.50844
H18 -0.27036 -1.68886 -6.22545
H19 1.56492 -0.44416 -5.56058
H20 3.02265 -1.26179 -5.00155
H21 -1.16102 -0.53855 -4.60466
H22 -1.24097 0.89298 -3.55535
H23 -2.71798 0.01306 -3.96002
H24 1.25729 1.93999 -4.64568
H25 3.01349 1.69489 -4.64662
H26 2.25586 2.62354 -3.33141
O1 0.56654 1.36498 2.28403
P1 -0.76777 2.18710 2.05073
C23 -1.95073 1.22328 1.07864
P2 -1.41921 1.11190 -0.67401
O2 0.06559 1.11183 -0.78357
C24 -2.21249 2.47021 -1.53556
C25 -3.60152 2.51221 -1.66900
C26 -4.18942 3.52540 -2.40766
C27 -3.39256 4.48912 -3.01516
C28 -2.01165 4.45125 -2.87560
C29 -1.41685 3.43774 -2.13953
C30 -2.12251 -0.43760 -1.30185
C31 -1.47285 -1.01661 -2.50096
C32 -1.89102 -2.38232 -2.81668
C33 -2.89547 -3.01336 -2.14873
C34 -3.57329 -2.35419 -1.11662
C35 -3.16217 -1.07503 -0.69570
C36 -1.30654 2.51785 3.67982
C37 -2.59812 2.73534 4.08406
C38 -2.87994 3.06114 5.41401
C39 -1.81945 3.24323 6.33619
C40 -0.53285 3.00171 5.99009
C41 -0.15973 2.44027 4.65864
C42 -0.30733 3.67318 1.18927
C43 -1.28874 4.66172 1.08952
C44 -0.98843 5.86053 0.46800
C45 0.28796 6.06969 -0.04015
C46 1.26304 5.08653 0.06837
C47 0.97318 3.88072 0.68720
H27 -2.93422 1.69720 1.15250
H28 -2.00219 0.21791 1.51077
H29 -4.22034 1.74794 -1.20952
H30 -5.26463 3.55928 -2.52110
H31 -3.85246 5.26809 -3.60854
H32 -1.39917 5.20925 -3.34541
H33 -0.34006 3.38821 -2.02473
H34 -0.31704 -1.03138 -2.32799
H35 -1.38384 -2.87532 -3.64100
H36 -3.19656 -4.01384 -2.42903
H37 -4.41632 -2.83253 -0.63680
H38 -3.67531 -0.62476 0.14286
H39 -3.41269 2.66933 3.37078
H40 -3.90121 3.22665 5.72519
H41 -2.04690 3.61228 7.32752
H42 0.26894 3.20247 6.68789
H43 0.73001 2.95267 4.27214
H44 -2.27516 4.50114 1.51225
H45 -1.74041 6.63385 0.39037
H46 0.52686 7.01300 -0.51323
H47 2.25570 5.26535 -0.32238
H48 1.72244 3.10622 0.78113
B1 -1.76695 -2.52437 2.48227
C48 -0.54302 -2.17884 1.59434
N1 0.43827 -1.87021 1.06083
H49 -1.30474 -3.03679 3.47038
H50 -2.49599 -3.27657 1.88723
H51 -2.31871 -1.47021 2.74318

Löwdin atomic charge list, values in e, 6 entries: atom 1 (Sn): 0.7979, atom 2 (I): 1.0704, atom 3 (C): -0.5868, atom 4 (C): -0.1230, atom 5 (C): -0.0531, atom 6 (C): -0.0206

=====

Entry 3:
The following is a quantum chemistry calculation of a molecular structure, C48H51Cl3MoN4O4PS at a distorted geometry, from the OMol25 dataset.

## Properties
- charge = +1
- Kohn-Sham gap (alpha / beta) (eV) = 6.844 / 6.446
- 2S+1 = 3
- relative energy (zero: lowest compared OMol25 entry of this formula, charge and spin) (kJ/mol) = 0.0

Positions of all 113 atoms, in Å:
Mo1 -0.29644 -0.01713 -0.29570
O1 0.38553 0.97413 2.43160
C1 0.85803 0.26047 1.59498
C2 2.28541 -0.20556 1.77879
C3 2.97088 0.18286 2.92528
C4 4.29616 -0.17890 3.08281
C5 4.94422 -0.91036 2.08663
C6 4.25968 -1.29447 0.94442
C7 2.91357 -0.95567 0.80245
P1 1.87253 -1.42372 -0.60015
C8 1.71047 -3.23681 -0.52524
C9 2.49773 -4.01251 0.31918
C10 2.42119 -5.39897 0.27194
C11 1.56828 -6.02031 -0.62988
C12 0.79817 -5.25262 -1.49541
C13 0.87230 -3.86853 -1.44292
C14 2.95861 -1.19397 -2.07206
C15 3.87560 -2.20431 -2.37732
C16 4.78473 -2.04757 -3.41572
C17 4.78413 -0.88831 -4.18028
C18 3.86371 0.11188 -3.90308
C19 2.95573 -0.04212 -2.86322
H1 2.44891 0.76925 3.67221
H2 4.83585 0.11944 3.97420
H3 5.98838 -1.17978 2.20167
H4 4.77680 -1.84954 0.16822
H5 3.17497 -3.54582 1.02233
H6 3.03127 -5.99131 0.94490
H7 1.50885 -7.10213 -0.66253
H8 0.13379 -5.72559 -2.20992
H9 0.27473 -3.28948 -2.12559
H10 3.87417 -3.13487 -1.82086
H11 5.48486 -2.84497 -3.63408
H12 5.48779 -0.77194 -4.99691
H13 3.83326 1.00949 -4.51118
H14 2.22432 0.72981 -2.70649
C20 -2.19091 2.78619 3.91218
C21 -2.88666 1.74143 3.02866
C22 -4.40040 1.97563 3.01514
C23 -2.51673 0.32269 3.47052
C24 -2.84415 -0.05060 4.76756
C25 -2.47392 -1.28516 5.27156
C26 -1.72116 -2.13638 4.48300
C27 -1.35778 -1.80564 3.17819
C28 -0.43367 -2.77356 2.46152
C29 0.77600 -3.05198 3.36732
C30 -1.12628 -4.07868 2.06169
C31 -1.82603 -0.59865 2.65951
N1 -1.72867 -0.23402 1.24140
C32 -2.92340 -0.04443 0.71672
C33 -3.10879 0.61851 -0.49282
C34 -4.29137 0.94416 -1.13578
C35 -3.91686 1.67886 -2.24754
C36 -2.51189 1.78789 -2.25130
N2 -2.00461 1.11971 -1.17587
C37 -1.78100 2.53636 -3.37468
C38 -2.62138 3.77441 -3.73835
C39 -1.68757 1.63261 -4.64340
C40 -0.38381 3.05440 -3.01817
H15 -2.40225 3.79626 3.54425
H16 -1.11002 2.63652 3.91949
H17 -2.54884 2.73279 4.94350
H18 -2.51942 1.89961 2.01987
H19 -4.80536 1.93636 4.03064
H20 -4.93212 1.22541 2.42200
H21 -4.63575 2.96190 2.60271
H22 -3.39123 0.64535 5.39807
H23 -2.74989 -1.57227 6.28220
H24 -1.39616 -3.08865 4.89143
H25 -0.08173 -2.30908 1.54420
H26 0.48544 -3.69420 4.20212
H27 1.19489 -2.13419 3.78886
H28 1.55916 -3.57454 2.82721
H29 -1.42090 -4.63644 2.95740
H30 -0.44340 -4.71066 1.48246
H31 -2.01799 -3.89190 1.46354
H32 -3.79646 -0.38088 1.25765
H33 -5.29007 0.67068 -0.81124
H34 -4.58146 2.12031 -2.97863
H35 -3.55688 3.50508 -4.23356
H36 -2.05105 4.40175 -4.42962
H37 -2.85803 4.36547 -2.84957
H38 -2.43981 0.84077 -4.64046
H39 -0.69780 1.16988 -4.75610
H40 -1.83925 2.23335 -5.54533
H41 -0.44802 3.92287 -2.35789
H42 0.11525 3.37443 -3.93692
H43 0.25580 2.31525 -2.54403
O2 0.08530 -0.09668 -2.54532
H44 -0.61578 0.46144 -2.91358
H45 -0.22034 -0.99797 -2.76644
Cl1 -1.94586 -2.28234 -3.93324
C41 -2.93079 -2.81305 -2.52675
Cl2 -3.03290 -4.57193 -2.55878
Cl3 -4.52905 -2.09265 -2.69253
C42 -2.36576 -2.39134 -1.12585
O3 -3.06481 -2.66020 -0.18044
O4 -1.26878 -1.70269 -1.16684
N3 3.21188 6.26836 -0.11262
C43 1.89023 6.06592 -0.07762
S1 0.79825 7.28445 -0.05287
C44 1.46516 4.60536 -0.06968
C45 0.18342 4.26294 0.31234
C46 -0.22441 2.95039 0.24346
N4 0.57977 1.96424 -0.18514
C47 1.83812 2.27724 -0.49319
C48 2.30853 3.57641 -0.45914
H46 3.53994 7.21985 -0.12875
H47 3.89022 5.53143 -0.05752
H48 -0.50395 5.02704 0.64968
H49 -1.21910 2.66198 0.54433
H50 2.49930 1.47056 -0.75458
H51 3.33761 3.73615 -0.75330

Löwdin atomic charge list, values in e, 6 entries: atom 1 (Mo): 1.5805, atom 2 (O): 0.0431, atom 3 (C): -0.3754, atom 4 (C): -0.2265, atom 5 (C): -0.0080, atom 6 (C): -0.0382

=====

Entry 4:
The following is a quantum chemistry calculation of a molecular structure, C48H51ClIN4O4OsTe, from the OMol25 dataset.

## Properties
- charge = +2
- Kohn-Sham gap (alpha / beta) (eV) = 7.361 / 6.844
- 2S+1 = 2
- relative energy (zero: lowest compared OMol25 entry of this formula, charge and spin) (kJ/mol) = 18.9

Positions of all 111 atoms, in Å:
Os1 0.42668 -0.63996 -0.74240
Cl1 6.79596 -2.98494 -1.81678
C1 5.22957 -2.67097 -1.16427
C2 4.88702 -3.17615 0.05981
C3 3.61675 -2.93150 0.61873
I1 3.12709 -3.68297 2.48945
C4 2.68851 -2.16586 -0.04683
O1 1.47091 -1.90130 0.41520
C5 3.04729 -1.66320 -1.32552
N1 2.08182 -0.91818 -1.95931
C6 2.33459 -0.38927 -3.14074
C7 3.56642 -0.58698 -3.78653
C8 4.54366 -1.32596 -3.17953
C9 4.30546 -1.89243 -1.90581
H1 5.60628 -3.76851 0.60861
H2 1.54723 0.22038 -3.56750
H3 3.72719 -0.13372 -4.75396
H4 5.50300 -1.47614 -3.65558
C10 -2.59638 -4.04547 -1.20766
C11 -1.93433 -2.72246 -0.78871
N2 -0.62221 -2.54575 -1.46323
C12 -0.82808 -2.41337 -2.92652
C13 -1.78027 -3.49873 -3.44631
N3 -1.85409 -4.56977 -2.39919
C14 -0.46931 -4.97061 -1.98700
C15 0.16853 -3.78345 -1.23846
H5 -3.63530 -3.89985 -1.49954
H6 -2.54460 -4.81080 -0.43504
H7 -1.76542 -2.70835 0.28281
H8 -2.56467 -1.87423 -1.04155
H9 0.14955 -2.47878 -3.40375
H10 -1.24068 -1.43441 -3.13734
H11 -1.42912 -3.95082 -4.37165
H12 -2.79232 -3.11995 -3.59003
H13 -2.34481 -5.37942 -2.77604
H14 0.07050 -5.23479 -2.89494
H15 -0.54896 -5.85415 -1.35706
H16 1.18019 -3.63378 -1.60529
H17 0.22612 -3.96218 -0.16822
C16 -6.22759 -1.37875 -0.15774
C17 -5.02438 -0.74311 -0.79866
C18 -4.69882 -0.99161 -2.12938
C19 -3.59469 -0.40514 -2.74411
C20 -3.38302 -0.58381 -4.22496
C21 -2.75991 0.41377 -1.97469
C22 -3.10402 0.73362 -0.66342
C23 -2.40644 1.85202 0.07229
C24 -4.23202 0.15611 -0.09276
C25 -1.53799 1.02679 -2.60268
O2 -1.62952 1.88187 -3.45079
O3 -0.37163 0.58196 -2.18429
H18 -6.90685 -1.78554 -0.90504
H19 -6.77919 -0.65607 0.44262
H20 -5.93465 -2.19243 0.51007
H21 -5.35876 -1.61541 -2.72480
H22 -3.80801 -1.52456 -4.57979
H23 -2.33606 -0.52308 -4.52274
H24 -3.88898 0.22150 -4.75988
H25 -1.76824 2.44567 -0.58658
H26 -1.69222 2.14564 2.01890
H27 -3.19054 2.52008 0.43151
H28 -4.51809 0.43335 0.91757
C26 -1.65194 6.15738 2.67112
C27 -0.84927 5.08258 1.99562
C28 -0.19560 4.10154 2.73131
C29 0.57435 3.10981 2.12744
C30 1.22567 2.08393 3.01002
C31 0.68449 3.11971 0.73408
Te1 1.77148 1.67011 -0.36342
N4 -1.67171 1.45596 1.28050
C32 -1.31120 0.23512 1.65102
O4 -0.98632 -0.65497 0.81375
C33 -1.21855 -0.09101 3.08572
C34 -1.98134 0.57989 4.03993
C35 -1.83968 0.26333 5.38127
C36 -0.93672 -0.71829 5.76716
C37 -0.18048 -1.39432 4.81587
C38 -0.32255 -1.08786 3.47467
C39 3.42799 1.37826 0.90937
C40 3.52650 0.23319 1.69571
C41 4.63547 0.03380 2.49899
C42 5.63876 0.99292 2.52408
C43 5.52657 2.13666 1.75075
C44 4.42749 2.35687 0.91982
C45 4.34692 3.63865 0.13509
C46 0.04266 4.09839 -0.04263
C47 0.14374 4.15591 -1.54690
C48 -0.72040 5.05890 0.61118
H29 -1.82933 5.92419 3.71958
H30 -2.61390 6.30036 2.17877
H31 -1.12140 7.10996 2.62635
H32 -0.27936 4.10553 3.81288
H33 0.70280 2.01707 3.96389
H34 2.26580 2.34344 3.21488
H35 1.22620 1.09369 2.55390
H36 -2.70664 1.32830 3.74294
H37 -2.43718 0.77405 6.12387
H38 -0.82500 -0.96139 6.81548
H39 0.52329 -2.15530 5.12544
H40 0.26963 -1.59462 2.72058
H41 2.71674 -0.49028 1.70961
H42 4.70715 -0.85715 3.10969
H43 6.50876 0.85326 3.15182
H44 6.31103 2.88263 1.78229
H45 5.33195 4.09130 0.04054
H46 3.69671 4.35923 0.63840
H47 3.95394 3.48725 -0.87110
H48 -0.17801 3.23108 -2.03596
H49 1.17154 4.35024 -1.86218
H50 -0.47751 4.96032 -1.93532
H51 -1.22173 5.81628 0.01918

Löwdin atomic charge list, values in e, 6 entries: atom 1 (Os): 1.2904, atom 2 (Cl): 0.7520, atom 3 (C): -0.5972, atom 4 (C): -0.1363, atom 5 (C): -0.6389, atom 6 (I): 1.0109